[1]
Density functional theory data (wB97M-V/def2-TZVPD) for a molecular structure, C32H31BrN9O4Pb.

XYZ file:
```
78
Properties=species:S:1:pos:R:3:forces:R:3
Pb 0.23099 0.69777 0.46975 0.30 0.40 -0.04
Br 0.74144 4.34756 -6.11763 0.01 0.01 0.00
C 0.68492 3.89493 -4.28287 0.22 0.10 0.02
C 1.70654 4.33757 -3.42368 -0.13 0.02 -0.04
C 1.67944 4.01827 -2.09218 -0.02 -0.04 0.06
C 0.66729 3.19045 -1.52538 0.02 -0.03 -0.27
O 0.72951 2.87309 -0.27712 -0.06 -0.26 0.19
C -0.37889 2.78753 -2.41609 -0.03 0.09 0.03
C -1.59163 2.18725 -1.92373 0.06 -0.01 -0.06
N -1.68891 1.50961 -0.83667 -0.21 -0.18 0.15
C -2.95702 1.15901 -0.31580 0.16 0.04 -0.01
C -4.04805 0.80638 -1.06137 -0.08 0.00 -0.09
C -5.29512 0.55574 -0.44547 0.03 -0.02 -0.03
C -5.44136 0.66644 0.90587 0.01 -0.01 0.02
C -4.32260 0.99161 1.71205 -0.06 0.03 0.02
C -4.39192 1.12114 3.11957 -0.10 -0.02 -0.01
C -3.26715 1.40906 3.83279 0.06 0.01 0.06
C -2.04332 1.53724 3.14380 0.03 -0.11 -0.06
N -1.94134 1.44083 1.84071 -0.13 0.00 -0.02
C -3.07008 1.20201 1.10696 0.21 0.05 0.01
C -0.35459 3.17603 -3.77617 -0.15 -0.13 0.17
H 2.49858 4.96125 -3.81895 0.01 -0.02 0.00
H 2.44213 4.39030 -1.41739 -0.01 0.00 -0.03
H -2.49583 2.38472 -2.50745 0.01 0.05 0.02
H -3.96299 0.73517 -2.13953 -0.01 -0.02 0.03
H -6.14258 0.28596 -1.06208 0.02 0.01 0.00
H -6.40238 0.49867 1.37603 0.02 0.01 0.00
H -5.34651 0.98967 3.61548 0.01 0.00 -0.01
H -3.29322 1.52256 4.90770 0.01 -0.01 -0.02
H -1.11728 1.69702 3.68915 -0.04 0.03 -0.02
H -1.17762 2.88762 -4.42158 0.03 0.00 0.03
N 3.84819 1.37131 -2.81961 0.12 -0.03 -0.08
C 3.49825 1.45040 -1.53166 -0.08 0.01 0.02
N 2.43390 0.70558 -1.32027 0.04 -0.10 -0.18
C 2.16543 0.20072 -2.55896 -0.19 -0.16 0.10
N 3.00614 0.57332 -3.49682 0.03 0.17 0.12
C 1.00297 -0.66171 -2.83792 0.08 0.11 0.05
C 0.82954 -1.25847 -4.08459 -0.07 -0.08 -0.13
N -0.23122 -2.00379 -4.36092 0.03 0.03 0.07
C -1.12605 -2.16179 -3.38697 0.04 0.01 -0.12
C -0.95950 -1.57519 -2.14519 0.03 0.00 0.17
N 0.10682 -0.82544 -1.86774 -0.02 0.01 0.02
H 4.59041 1.84601 -3.30773 0.01 -0.01 0.02
H 4.00997 2.06338 -0.80489 -0.02 -0.07 -0.06
H 1.56828 -1.11846 -4.86447 -0.02 0.00 0.01
H -1.99604 -2.76943 -3.60467 0.02 0.00 0.01
H -1.68557 -1.71380 -1.35031 0.02 0.04 -0.05
C 3.47253 -1.90956 0.45168 -0.03 -0.01 -0.07
O 2.63134 -1.27012 1.39237 0.08 0.03 0.00
C 3.38487 -0.55557 2.35754 0.05 0.01 -0.06
C 2.44644 0.05132 3.36728 -0.16 0.04 0.09
O 1.72892 1.17912 2.88376 -0.04 0.05 -0.08
C 2.45578 2.40120 2.94621 0.02 -0.05 -0.06
H 4.05730 -2.70609 0.92536 0.01 0.00 0.01
H 4.16451 -1.20205 -0.01220 0.01 0.04 -0.01
H 2.84266 -2.33402 -0.33050 0.01 -0.01 0.03
H 3.98621 0.21674 1.85965 0.02 -0.01 0.01
H 4.07535 -1.22971 2.87821 0.01 -0.05 -0.02
H 2.99560 0.31958 4.27466 0.02 0.03 0.01
H 1.69779 -0.69949 3.62505 -0.01 0.01 0.07
H 2.70158 2.64878 3.98144 -0.01 0.00 0.03
H 1.82279 3.17626 2.51903 0.00 -0.02 0.00
H 3.38093 2.34931 2.36434 0.00 0.00 0.01
N 1.65796 -5.14776 0.93768 -0.04 0.04 -0.07
C 0.32670 -5.39324 1.09403 -0.03 -0.03 0.07
O -0.15828 -6.49873 0.99399 0.03 0.00 -0.04
C -0.54118 -4.20328 1.39572 0.08 -0.06 -0.02
C -1.75227 -4.41591 2.03861 -0.05 -0.05 0.09
C -2.55130 -3.32800 2.33812 -0.03 0.01 0.01
C -2.12442 -2.06483 1.95582 0.04 -0.01 -0.08
N -0.98181 -1.85214 1.29746 -0.23 0.00 0.07
C -0.21028 -2.90906 1.03617 0.09 0.24 -0.05
H 2.25310 -5.94910 0.80735 0.00 -0.02 0.02
H 2.07614 -4.29990 1.27570 -0.02 0.04 0.03
H -2.03568 -5.42815 2.29832 -0.01 0.02 -0.01
H -3.49279 -3.44908 2.85636 0.01 0.00 -0.01
H -2.73133 -1.19035 2.17483 0.07 -0.07 -0.03
H 0.70884 -2.69124 0.49993 -0.06 -0.04 0.02
```
Forces are in eV/Å.

Summary:
HOMO level = -9.92 eV
total charge = +1
ΔE to the lowest compared entry with this formula, charge and spin = 3.4 kcal per mole
M = 892.76 g/mol
calculated total energy = -4798.52309 Ha
Kohn-Sham gap = 7.05 eV

[2]
Density functional theory data (wB97M-V/def2-TZVPD) for a single C7H10O molecule.

XYZ file:
```
18
Properties=species:S:1:pos:R:3:forces:R:3
O -0.21258 2.36210 -2.74202 0.00 0.04 0.09
C -0.08715 1.30556 -2.17760 0.25 -0.10 -0.59
C -0.92316 0.95223 -0.98317 -0.20 0.07 0.24
C -1.08464 -0.53096 -0.56822 -0.67 1.15 -1.96
C 0.21353 -1.23495 -0.29181 -1.66 0.22 3.67
C 0.61103 -1.17112 1.10175 0.35 -1.30 -0.83
C 0.31476 -0.27718 2.53991 0.86 -0.90 -1.98
C 1.46106 -0.03107 1.66250 -1.17 0.71 1.32
H 0.65381 0.58829 -2.58967 -0.05 -0.19 0.34
H -1.91251 1.35267 -1.25211 0.25 0.13 0.56
H -0.49158 1.49796 -0.13795 -0.23 0.27 -0.07
H -1.76402 -0.91100 -1.36218 0.84 -0.61 0.39
H -1.70204 -0.50108 0.33046 0.18 -0.23 -0.08
H 0.51025 -2.18329 -0.72894 -0.31 0.18 -0.54
H 0.95230 -2.18674 1.30015 0.73 0.44 0.69
H -0.35106 0.54039 2.81873 -0.50 -0.01 -0.98
H 1.44208 0.81640 0.96047 0.72 0.31 0.59
H 2.36992 -0.38822 2.11969 0.63 -0.18 -0.86
```
Forces are in eV/Å.

Summary:
HOMO level = -7.62 eV
ΔE to the lowest compared entry with this formula, charge and spin = 161.6 kcal per mole
M = 110.16 g/mol
calculated total energy = -347.70564 Ha
Kohn-Sham gap = 6.28 eV

[3]
Density functional theory data (wB97M-V/def2-TZVPD) for a molecular structure, C5H11N.

XYZ file:
```
17
Properties=species:S:1:pos:R:3:forces:R:3
C -1.90941 0.48487 -1.01898 -0.02 -0.01 -0.05
C -1.06540 0.35805 0.22360 -0.19 -0.03 0.01
N -0.52886 -0.89359 0.50028 0.11 0.13 0.12
C 0.42700 -1.64018 -0.31793 0.08 -0.10 -0.30
C 0.65976 -1.12880 1.03945 -0.16 -0.10 0.12
C 1.56908 0.99344 0.69800 0.19 0.09 0.04
H -2.02677 1.54415 -1.27005 0.02 -0.14 0.04
H -1.42970 -0.00931 -1.87118 -0.06 0.07 0.12
H -2.91521 0.06070 -0.90156 0.14 0.07 -0.01
H 0.29078 0.88238 0.29865 0.03 -0.03 -0.01
H -1.50442 0.80886 1.11898 0.08 -0.03 -0.11
H 0.12919 -2.66257 -0.55129 0.05 0.16 0.06
H 0.92638 -1.10291 -1.13146 -0.06 -0.04 0.13
H 1.01443 -1.42333 2.01627 -0.02 0.08 -0.13
H 2.41894 0.41970 0.31842 -0.12 0.07 0.06
H 1.69272 1.14900 1.77285 -0.02 -0.04 -0.15
H 1.63814 1.98315 0.22007 -0.06 -0.15 0.05
```
Forces are in eV/Å.

Summary:
HOMO level = -7.43 eV
ΔE to the lowest compared entry with this formula, charge and spin = 130.4 kcal per mole
M = 85.15 g/mol
calculated total energy = -251.65480 Ha
Kohn-Sham gap = 8.35 eV

| no. | F_max (Eh/bohr) |
| --- | --- |
| 1 | 0.0097 |
| 2 | 0.0785 |
| 3 | 0.0063 |